No. 1
This record from OMol25 describes an isolated molecule of C2H4O4 at a distorted geometry. The level of theory is ωB97M-V with the def2-TZVPD basis set.

Each line ends with the Löwdin charge.
Element x y z (Å)
O  0.5184  1.8019  -0.3969  0.1341
C  0.6113  0.8511  0.4772  -0.2575
O  -0.8791  0.1980  0.7862  0.0249
C  -0.3617  -0.9646  0.2488  -0.5443
O  -1.1201  -1.6007  -0.7069  0.0849
O  0.9202  -0.4549  -0.1317  0.0075
H  -0.1013  1.7006  -1.0973  0.1188
H  1.2565  1.2089  1.2185  0.1523
H  -0.0044  -1.6978  1.0447  0.1742
H  -0.8398  -1.0424  -1.4426  0.1052

Output
- E_HOMO (eV) = -10.799
- relative energy (zero: lowest compared OMol25 entry of this formula, charge and spin) (kcal/mol) = 58.3
- strongest force on any atom (eV/A) = 5.8
- total energy (eV) = -10326.8727
- frontier orbital gap (eV) = 11.40

No. 2
This record from OMol25 describes a cluster of 11 separate species, C24H73N3O11 in total at a distorted geometry. The level of theory is ωB97M-V with the def2-TZVPD basis set.

Each line ends with the Löwdin charge.
Element x y z (Å)
C  11.5614  -22.8474  3.5936  -0.1040
O  10.2045  -22.8174  3.8843  -0.2142
C  9.4686  -23.9301  3.4523  -0.1998
C  8.0195  -23.4126  3.2595  -0.4714
C  7.2455  -24.4601  2.4223  -0.0670
N  7.9706  -22.2515  2.4529  0.0503
H  12.1033  -21.9464  3.8810  0.0894
H  11.6189  -22.9371  2.5088  0.0894
H  11.8770  -23.8048  4.0082  0.0768
H  9.8221  -24.2110  2.4602  0.1216
H  9.4579  -24.7723  4.1442  0.1190
H  7.6098  -23.4309  4.2695  0.1300
H  6.2848  -24.0166  2.1607  0.0711
H  7.0881  -25.2788  3.1245  0.0736
H  7.7951  -24.7502  1.5268  0.0779
H  7.0565  -21.8991  2.6984  0.0827
H  8.6772  -21.6559  2.8604  0.0698
C  12.7081  -26.0640  7.8839  -0.1084
O  11.9903  -26.3900  6.7131  -0.2247
C  12.0474  -27.7786  6.3462  -0.1610
C  11.1019  -27.9781  5.1098  -0.3913
C  11.4350  -27.0747  3.9200  -0.0693
N  9.7231  -27.6024  5.4908  0.0259
H  12.3447  -26.4392  8.8406  0.0870
H  12.6965  -24.9789  7.9867  0.0718
H  13.7591  -26.3432  7.8092  0.0890
H  13.0802  -27.9851  6.0654  0.1208
H  11.7423  -28.2875  7.2606  0.1204
H  11.0490  -29.0027  4.7418  0.1316
H  12.1932  -27.6429  3.3811  0.0723
H  11.8211  -26.0950  4.2014  0.0561
H  10.5849  -27.0101  3.2408  0.0753
H  9.9093  -26.8602  6.1500  0.0515
H  9.4293  -28.2721  6.1874  0.0613
C  12.9128  -22.1951  6.8080  -0.1193
O  13.2210  -22.0381  8.1663  -0.2076
C  12.7045  -20.8575  8.7303  -0.1926
C  13.2017  -20.6201  10.1479  -0.4409
C  12.4429  -19.4406  10.7278  -0.0503
N  14.6127  -20.5376  10.1575  0.0754
H  13.2599  -21.3509  6.2123  0.0784
H  11.8709  -22.4945  6.6938  0.0911
H  13.4542  -23.0742  6.4587  0.0875
H  12.9249  -20.0643  8.0159  0.1269
H  11.6361  -21.0527  8.6381  0.1123
H  12.8710  -21.4769  10.7349  0.1201
H  11.3649  -19.5778  10.6429  0.0655
H  12.6661  -18.4216  10.4117  0.0834
H  12.3782  -19.3525  11.8123  0.0552
H  14.8411  -21.2478  9.4767  0.0798
H  14.9241  -20.7679  11.0903  0.0292
C  9.7745  -19.4781  13.8702  -0.0717
C  10.2660  -18.0218  13.8412  -0.3124
O  9.3535  -17.0418  14.3029  -0.0611
H  9.1604  -19.9360  13.0948  0.0560
H  9.5638  -19.7269  14.9103  0.0838
H  10.6829  -20.0463  13.6701  0.0594
H  10.4190  -17.7777  12.7900  0.1009
H  11.2732  -17.9038  14.2409  0.0649
H  9.8596  -16.4554  14.8701  0.0747
C  14.1335  -24.0597  11.8799  -0.0755
C  13.8823  -24.5045  13.3293  -0.2889
O  13.7962  -25.9257  13.2923  -0.1031
H  14.9668  -24.5113  11.3415  0.0769
H  14.2629  -22.9783  11.9245  0.0480
H  13.3525  -24.3229  11.1665  0.0687
H  12.9021  -24.2249  13.7156  0.1039
H  14.6998  -24.2778  14.0137  0.1103
H  14.2384  -26.2721  14.0708  0.0742
C  8.5696  -21.4817  8.9359  -0.0858
C  7.6392  -21.2448  7.7227  -0.3223
O  7.2800  -19.8981  7.6568  -0.0714
H  9.2751  -20.6680  9.1039  0.0610
H  9.0877  -22.4203  8.7388  0.0772
H  7.9852  -21.4254  9.8542  0.0618
H  6.7166  -21.8185  7.8104  0.1032
H  8.0269  -21.6249  6.7775  0.1030
H  7.1342  -19.6104  8.5610  0.0797
C  9.4980  -22.3615  12.1649  -0.0912
C  9.0305  -22.5970  13.5995  -0.3594
O  7.7311  -22.1424  13.6965  -0.0485
H  9.2027  -21.4397  11.6637  0.0457
H  9.1134  -23.1394  11.5054  0.0716
H  10.5615  -22.5878  12.0888  0.0708
H  9.6958  -22.1217  14.3203  0.0881
H  9.2262  -23.6433  13.8339  0.1115
H  7.2688  -22.5196  14.4486  0.0945
C  15.9372  -18.6077  7.4485  -0.0848
C  16.0157  -19.2907  6.1049  -0.4019
O  15.6405  -18.3841  5.1910  -0.0398
H  16.3753  -19.3242  8.1434  0.0693
H  14.9917  -18.1823  7.7847  0.0747
H  16.5246  -17.6989  7.3177  0.0773
H  15.3922  -20.1840  6.1424  0.0890
H  16.9322  -19.8095  5.8237  0.1139
H  15.3943  -18.8352  4.3802  0.0965
C  13.5800  -17.4838  15.0014  -0.1139
C  14.9820  -17.0451  15.3131  -0.2847
O  15.0400  -15.6583  14.9151  -0.0944
H  12.8253  -16.7720  15.3362  0.0707
H  13.3353  -18.4222  15.4990  0.0801
H  13.3693  -17.6759  13.9494  0.0655
H  15.7301  -17.6930  14.8563  0.1090
H  15.1441  -17.0100  16.3904  0.1082
H  14.6261  -15.1650  15.6271  0.0751
O  16.3258  -17.8777  10.8460  -0.0521
H  15.5897  -18.3636  10.4740  -0.0113
H  15.9272  -17.0997  11.2360  0.0377
O  15.7763  -20.3775  12.7243  -0.0531
H  16.4602  -21.0303  12.8736  0.0508
H  16.2528  -19.5748  12.5126  0.0215

Output
- E_HOMO (eV) = -9.252
- relative energy (zero: lowest compared OMol25 entry of this formula, charge and spin) (kcal/mol) = 38.2
- strongest force on any atom (eV/A) = 3.8
- total energy (eV) = -53058.1345
- frontier orbital gap (eV) = 9.58

No. 3
This record from OMol25 describes a cluster of 2 separate species, C4H5N4S in total at a distorted geometry. The level of theory is ωB97M-V with the def2-TZVPD basis set.

Each line ends with the Löwdin charge.
Element x y z (Å)
C  -1.2511  1.2559  0.1480  -0.4835
C  2.2436  1.1556  0.2405  -0.6014
C  -0.3216  -0.8908  -0.5187  -0.0580
C  -1.0528  -0.2065  0.3938  -0.1300
N  -1.9210  3.2638  0.4572  -0.1478
N  -1.9168  2.0899  0.9904  -0.0622
N  -0.7910  1.9714  -0.8758  -0.0448
N  -1.1901  3.1810  -0.6733  -0.1579
S  3.7629  0.9156  -0.1739  0.5595
H  1.7351  2.0572  -0.0896  -0.0036
H  -0.1434  -0.5428  -1.5178  0.0342
H  0.0681  -1.9291  -0.3936  0.0465
H  1.7409  0.4806  0.9121  -0.0109
H  -1.1799  -0.6010  1.3521  0.0600

Output
- E_HOMO (eV) = -4.423
- relative energy (zero: lowest compared OMol25 entry of this formula, charge and spin) (kcal/mol) = 18.6
- strongest force on any atom (eV/A) = 3.9
- total energy (eV) = -21023.3832
- total charge = -1
- frontier orbital gap (eV) = 7.11

No. 4
This record from OMol25 describes a structure of composition C3H3O2Rh at a distorted geometry. The level of theory is ωB97M-V with the def2-TZVPD basis set.

Each line ends with the Löwdin charge.
Element x y z (Å)
O  -1.2968  -0.0760  -1.6519  0.5053
C  -0.1342  -0.2090  -1.5883  0.0747
H  0.7718  0.3237  -2.1539  0.3225
C  0.7878  -0.1498  -0.3522  0.1352
H  1.1956  -1.1476  -0.1001  0.2236
H  1.7187  0.4424  -0.4270  0.2162
C  -0.0429  0.1681  0.9388  0.2825
Rh  -2.2388  0.4106  3.5326  1.9385
O  -0.7611  0.2375  1.8019  0.3015

Output
- E_HOMO (spin up / spin down) (eV) = -31.452 / -33.708
- expectation value of S² = 6.013
- strongest force on any atom (eV/A) = 3.5
- total energy (eV) = -10194.3199
- total charge = +4
- frontier orbital gap (spin up / spin down) (eV) = 10.37 / 8.79
- 2S+1 = 5

No. 5
This record from OMol25 describes an isolated molecule of C4H9NOS at a distorted geometry. The level of theory is ωB97M-V with the def2-TZVPD basis set.

Each line ends with the Löwdin charge.
Element x y z (Å)
C  2.3200  -0.7355  -0.0351  -0.0439
C  1.0286  -0.2870  0.7023  -0.4354
C  0.7234  1.1969  0.5037  -0.4637
S  -1.0440  1.7234  0.1687  0.7012
N  -0.0163  -1.2406  0.5063  0.0212
C  -0.7140  -1.6107  -0.6437  -0.3552
O  -1.3822  -0.8985  -1.3368  0.0105
H  1.9545  -1.1559  -0.9753  0.0783
H  2.9337  0.1031  -0.3686  0.0712
H  2.9793  -1.3794  0.5389  0.0740
H  1.3709  -0.3257  1.7351  0.1298
H  1.1496  1.5135  -0.4475  0.0492
H  1.1045  1.9078  1.2267  0.0611
H  -0.6588  2.4450  -0.8865  -0.1505
H  -0.0725  -1.9828  1.1842  0.1257
H  -0.9395  -2.6928  -0.6494  0.1263

Output
- E_HOMO (eV) = -8.548
- relative energy (zero: lowest compared OMol25 entry of this formula, charge and spin) (kcal/mol) = 46.5
- strongest force on any atom (eV/A) = 2.5
- total energy (eV) = -18665.5079
- frontier orbital gap (eV) = 9.24

No. 6
This record from OMol25 describes a structure of composition C11H11Br2IrN7O2 at a distorted geometry. The level of theory is ωB97M-V with the def2-TZVPD basis set.

Each line ends with the Löwdin charge.
Element x y z (Å)
Ir  0.3251  0.1124  -0.3224  1.4853
Br  -1.7393  4.8408  -4.5844  0.9788
C  -1.1665  3.5891  -3.3466  -0.6332
C  0.0909  3.6676  -2.7491  -0.0290
C  0.4869  2.6899  -1.8677  -0.0717
N  -0.2904  1.6487  -1.5367  -0.0711
C  -1.5426  1.6036  -2.0434  -0.1764
C  -1.9961  2.5311  -2.9528  0.0020
C  -2.3654  0.5123  -1.4917  -0.1637
C  -3.6974  0.3492  -1.7867  -0.0007
C  -4.4289  -0.6855  -1.2001  -0.6309
Br  -6.2202  -0.9330  -1.5709  1.0007
C  -3.7413  -1.5363  -0.3246  -0.0405
C  -2.4135  -1.3240  -0.0835  -0.0955
N  -1.6941  -0.3110  -0.6219  -0.0760
H  0.7703  4.4794  -2.9711  0.1380
H  1.4579  2.7557  -1.4008  0.1272
H  -2.9939  2.4547  -3.3569  0.1256
H  -4.1843  1.0253  -2.4729  0.1273
H  -4.2429  -2.3662  0.1541  0.1367
H  -1.9210  -2.0384  0.5666  0.1098
N  0.2444  -1.2412  1.3777  -0.0206
N  1.4290  -1.2193  2.1803  0.0945
C  2.4873  -0.5699  1.6680  -0.3107
N  3.6889  -0.5774  2.1612  0.3157
N  2.1157  0.0639  0.5248  -0.0374
N  2.8530  0.3350  -0.5415  -0.3463
O  1.9615  0.4744  -1.4679  -0.0593
O  4.0120  0.4120  -0.6442  0.2936
H  -0.5146  -0.8807  1.9681  0.1431
H  0.0339  -2.2111  1.1266  0.1383
H  1.4311  -1.7686  3.0338  0.2035
H  3.9274  -1.1217  2.9844  0.1791
H  4.4370  -0.0383  1.7320  0.1640

Output
- E_HOMO (eV) = -18.196
- relative energy (zero: lowest compared OMol25 entry of this formula, charge and spin) (kcal/mol) = 23.5
- strongest force on any atom (eV/A) = 1.7
- total energy (eV) = -169002.0994
- total charge = +3
- frontier orbital gap (eV) = 6.15